C38H46N2O7ReSSe | ωB97M-V/def2-TZVPD

Geometry as XYZ:
```
96
Properties=species:S:1:pos:R:3:forces:R:3
Re -0.47752 0.82450 -0.46702 4.029 -0.944 7.016
Se -0.81522 3.29700 -2.05062 0.329 2.900 -0.588
S -2.45102 1.02200 -1.76902 -5.344 0.812 -2.467
O -0.62722 3.03560 -3.55752 0.113 -1.237 -2.771
O -3.61562 0.82410 -2.53942 0.124 0.030 0.010
O -1.17752 0.68660 -2.36612 1.724 -1.379 -2.600
O 0.28728 2.60400 -1.08352 0.875 -1.882 0.916
O -0.88972 4.80160 -1.69402 -0.596 2.337 1.101
O -2.46722 0.40500 -0.43582 -0.206 -0.704 1.347
O -2.32792 2.58000 -1.46012 -0.777 -0.113 0.086
N -0.28002 0.78940 1.56338 0.118 -0.259 -1.943
N 1.47098 0.09900 -0.62462 -0.367 0.440 0.434
C 3.09458 -0.32340 2.61588 0.042 0.115 0.204
C -2.09512 -0.15440 2.96408 -0.068 -0.156 -0.090
C 1.54868 -2.93960 -2.96582 -0.173 0.195 0.128
C -1.55682 -1.56980 3.08888 0.349 -0.125 0.016
C -2.34582 4.41070 1.19328 0.107 -0.109 -0.113
C -2.07212 2.21520 2.41198 0.242 -0.205 -0.068
C -2.31852 -4.89680 -2.13332 0.151 -0.129 0.016
C 2.05238 0.87790 4.40498 -0.255 -0.007 -0.321
C -3.92322 1.28580 3.65088 0.096 0.004 0.020
C 1.73828 -0.46140 -3.01432 -0.067 -0.043 0.247
C 2.31798 -0.19690 -4.24752 0.067 0.143 0.100
C -0.69802 4.19370 3.05418 0.057 -0.089 -0.220
C -3.28062 2.36330 3.07898 -0.122 -0.070 -0.004
C 2.01198 -0.05870 1.75348 -0.714 0.060 0.311
C 2.93018 2.73260 0.17128 0.035 0.143 -0.298
C -1.48482 0.93940 2.31688 -0.849 0.561 0.551
C -1.37902 3.45390 1.89388 -0.056 0.272 0.049
C -3.82522 -3.22050 -3.01922 -0.158 -0.127 -0.188
C -3.39492 -4.54460 -2.94022 -0.053 0.234 0.049
C -1.67412 -3.91630 -1.39072 -0.207 0.234 -0.141
C -1.85972 -6.32360 -2.03942 -0.116 0.054 0.055
C 3.11318 1.28680 -2.00892 -0.085 0.025 -0.241
C 4.98468 1.35230 -0.35092 -0.043 0.275 -0.168
C 2.21698 -0.33450 0.36398 -0.558 0.360 -0.407
C 3.78778 2.12150 -0.92862 0.080 -0.090 0.234
C -0.47432 -1.68550 4.17038 -0.240 -0.077 -0.052
C 0.77388 -1.61950 -2.93722 -0.037 -0.064 -0.198
C -3.31362 0.04980 3.60728 -0.001 0.081 -0.053
C 2.11648 0.29170 -1.88952 0.711 -0.082 -0.821
C 3.24958 0.80570 -4.39152 -0.009 -0.040 0.055
C 3.13238 0.14900 3.90708 0.099 -0.165 -0.161
C 0.86288 0.61050 2.29538 0.922 -0.635 -0.070
C -3.14612 -2.29850 -2.27992 -0.056 -0.062 0.040
C 0.93528 1.06400 3.62608 0.107 0.093 0.071
C -2.09482 -2.59000 -1.46822 0.243 0.064 0.317
C 3.63578 1.52150 -3.27952 -0.023 -0.051 -0.103
C -0.21482 -1.58380 -4.10602 -0.052 0.062 0.219
C -1.08142 -2.21800 1.79348 -0.184 0.132 0.110
H 2.09968 3.27040 -0.26652 0.020 0.212 0.085
H -4.88012 1.40470 4.13808 -0.039 0.043 0.055
H -2.40212 -2.17340 3.44238 0.092 0.141 -0.098
H 0.49798 -1.40940 3.77998 0.178 -0.060 0.049
H -1.98472 -6.83520 -2.99102 0.022 -0.097 -0.018
H 0.22578 -1.55600 -1.99572 0.036 -0.039 -0.108
H -1.04062 -2.26510 -3.92422 -0.066 -0.128 -0.027
H 3.16138 -0.79910 0.10158 0.020 -0.022 -0.083
H 5.64758 2.04240 0.16238 0.131 0.087 0.148
H -0.33172 -1.61470 1.27718 0.068 -0.146 0.044
H 4.21808 2.97320 -1.46512 -0.084 -0.095 -0.026
H -0.81292 -6.36980 -1.74532 0.036 -0.083 -0.011
H 2.52798 1.99840 0.85248 0.011 0.028 0.222
H -4.65562 -2.94760 -3.65012 -0.145 0.025 -0.102
H 5.54458 0.86870 -1.14712 0.106 -0.088 -0.046
H 2.13508 -3.00160 -3.87882 0.124 -0.045 -0.109
H 0.08158 1.58390 4.02678 -0.095 0.014 0.101
H 3.94408 -0.87460 2.23538 0.043 0.000 -0.117
H -3.92082 -5.30190 -3.50502 0.017 -0.098 -0.084
H -2.98142 4.93180 1.90578 -0.068 0.039 0.096
H -0.61502 -0.58300 -4.23102 -0.093 0.020 -0.121
H -0.64782 -3.18980 2.02478 0.025 -0.117 -0.113
H 0.18078 3.65920 3.39948 0.122 -0.026 0.136
H -1.58662 -1.82590 -0.89632 -0.005 -0.098 0.003
H -3.73212 3.33790 3.15788 -0.026 0.199 -0.061
H -0.70632 -1.04340 5.01508 0.038 0.070 0.172
H 2.22208 -3.01400 -2.11672 0.153 -0.099 0.137
H 4.37948 2.29360 -3.40192 0.101 0.135 0.074
H -2.44832 -6.84800 -1.28592 0.028 -0.145 0.002
H 0.26688 -1.87920 -5.03402 0.055 -0.084 -0.119
H -2.98012 3.87960 0.48938 -0.135 0.012 -0.023
H 3.54008 3.43230 0.73588 0.071 0.075 0.169
H -0.60342 3.15830 1.18348 -0.085 0.092 0.054
H 0.85528 -3.77660 -2.94842 -0.073 -0.158 0.043
H 4.67328 0.60200 0.36368 -0.019 -0.177 0.174
H -1.78632 5.15290 0.63048 0.027 0.097 -0.001
H 2.07498 1.28080 5.40658 0.014 0.013 0.078
H 2.03288 -0.77360 -5.11122 -0.084 -0.121 -0.063
H -0.42802 -2.71300 4.52668 0.075 -0.105 0.011
H -3.79612 -0.79080 4.08678 -0.002 -0.087 -0.010
H -0.38182 5.17870 2.72318 0.087 0.160 -0.029
H -0.84572 -4.17730 -0.74592 0.106 -0.030 0.032
H -1.38542 4.31690 3.88908 -0.079 0.032 0.079
H -1.93062 -2.35230 1.13338 -0.055 -0.119 -0.173
H 3.67738 1.01870 -5.35932 0.052 0.051 -0.077
H 3.99838 -0.02710 4.52478 0.099 -0.064 0.044
```
Forces are in eV/Å.

Properties
ΔE to the lowest compared entry with this formula, charge and spin: 71.46 kcal per mole
Net charge: 0
E_LUMO (alpha / beta): -1.3 / -1.3 eV
HOMO (alpha / beta): -7.97 / -7.98 eV
Multiplicity: 2
Expectation value of S²: 0.759

***

C24H37MoN2S | ωB97M-V/def2-TZVPD

Geometry as XYZ:
```
65
Properties=species:S:1:pos:R:3:forces:R:3
Mo 0.20871 0.00259 -0.14413 -0.969 3.193 -0.021
S 0.98815 1.00292 1.97161 -0.183 0.437 0.587
N 0.88040 -0.26247 4.33029 -0.152 0.006 -0.788
N -1.18077 0.39574 3.44183 0.673 0.406 -0.009
C -2.37012 1.03406 -0.03343 -0.844 0.301 -0.578
C 1.08974 -1.28329 -1.67797 0.057 -1.157 0.316
C 1.55621 1.69815 -1.52546 -3.840 3.021 3.471
C 1.27250 -0.85963 -3.09411 0.176 0.125 -0.399
C -3.00280 2.92676 -1.47848 -0.934 0.337 0.032
C 2.70963 2.38187 -1.91366 -0.132 0.399 -2.035
C 0.30890 2.71839 -3.33570 0.500 1.334 0.842
C 1.46733 -1.70364 0.59187 0.096 -0.858 -1.258
C 0.16035 0.29523 3.33643 -0.218 0.211 0.075
C 2.65685 2.96283 -3.24601 0.379 -0.409 1.085
C 0.41783 2.55395 -1.95828 -0.463 -4.070 -1.439
C -1.87310 0.57160 4.72694 -0.371 -0.265 0.015
C 3.36498 -0.45796 -0.63484 0.549 0.058 -0.123
C -1.97039 -0.33933 0.27330 0.012 -0.204 0.372
C 0.40884 -1.34502 5.20558 0.108 0.095 0.352
C -1.13722 -2.63662 -1.94886 -0.313 0.024 -0.148
C -0.04543 -2.00158 -1.15220 0.976 -0.321 -0.256
C 2.02915 -1.09782 -0.58794 -0.184 -1.003 -0.097
C -2.92660 1.43020 -1.24994 5.380 0.939 1.188
C 2.25000 -2.06591 1.80432 0.132 0.236 0.519
C -2.55342 0.61566 -2.48069 -0.957 -0.819 -0.512
C -0.66955 -3.06487 1.15255 -0.202 0.012 0.126
C 0.16963 -2.21057 0.25606 0.734 -0.475 -0.382
C 1.50594 2.93686 -4.02408 -0.924 0.142 -0.293
H -1.16117 0.62663 5.55593 -0.171 0.032 -0.284
H 1.85290 -1.60101 -3.65524 -0.202 -0.036 0.073
H -1.72045 -3.07342 0.84327 0.236 0.011 0.064
H 0.43440 -1.01697 6.25261 -0.087 -0.190 -0.234
H -0.72628 2.83777 -3.67285 0.696 0.428 -0.628
H -2.73189 3.28123 -2.48123 -0.300 -0.552 0.002
H -2.17286 1.75269 0.78435 -0.621 0.077 -0.591
H -0.92742 -3.70617 -2.10169 0.090 0.293 0.085
H -4.05401 3.13502 -1.30901 -0.274 0.819 -0.172
H 1.07572 -2.21017 5.09582 -0.169 0.242 -0.003
H 2.85923 -2.95668 1.58664 -0.202 0.230 -0.037
H -0.60946 -1.65129 4.94319 0.330 0.134 0.001
H -2.41088 3.58847 -0.82317 -0.284 -0.698 0.292
H 4.15465 -1.20068 -0.78420 -0.052 -0.071 0.165
H 1.60692 -2.31310 2.65631 0.091 0.058 -0.185
H 3.50712 2.60508 -1.18543 0.198 -0.902 -0.926
H -2.10702 -2.57488 -1.44346 0.197 -0.039 -0.164
H -0.30104 -4.10080 1.12490 -0.073 0.232 -0.016
H 3.56774 0.10719 0.28260 -0.001 -0.180 -0.146
H -1.23255 -2.17871 -2.93777 -0.010 -0.103 0.176
H 3.43301 0.24129 -1.46301 0.065 -0.121 0.006
H -1.61618 0.02425 -2.51473 -0.416 0.296 0.954
H -2.11461 -0.63007 1.34150 0.024 0.123 -0.857
H 1.88939 -0.19602 4.19308 -0.531 -0.059 0.013
H 0.31264 -0.69820 -3.59788 0.206 -0.114 0.073
H -2.44929 1.50346 4.69333 0.173 -0.222 -0.001
H -3.37092 -0.08687 -2.61983 -0.055 -0.369 -0.621
H -2.53053 -1.01617 -0.39066 0.564 -0.013 0.432
H -0.62561 -2.72706 2.19641 -0.018 -0.044 -0.233
H -0.59129 2.68999 -1.57788 0.349 -0.845 1.328
H 3.53776 3.42279 -3.63859 0.486 0.192 -0.135
H -2.56523 -0.26350 4.88494 0.117 0.230 0.151
H -2.43147 1.20225 -3.39559 -0.587 0.275 0.285
H 2.93452 -1.26476 2.10369 -0.118 -0.139 -0.066
H 1.36280 3.29467 -5.04764 0.921 -0.276 0.195
H -1.61818 0.87570 2.65306 0.361 -0.324 0.390
H 1.82383 0.07997 -3.15683 -0.018 -0.069 -0.025
```
Forces are in eV/Å.

Properties
Net charge: +1
E_LUMO (alpha / beta): -3.5 / -3.5 eV
HOMO (alpha / beta): -9.64 / -9.86 eV
Multiplicity: 3
Expectation value of S²: 2.059

***

no.,electronic energy (Eh)
1,-4989.4481
2,-1512.1734